{
  "formula": "C35H37BCaF5N2O6SSe",
  "method": "wB97M-V/def2-TZVPD",
  "symbols": ["Ca", "C", "O", "C", "C", "O", "C", "C", "O", "C", "H", "H", "H", "H", "H", "H", "H", "H", "H", "H", "H", "H", "H", "H", "Se", "C", "C", "C", "C", "C", "C", "H", "H", "H", "H", "H", "C", "C", "C", "N", "C", "S", "N", "C", "O", "C", "C", "C", "C", "C", "C", "H", "H", "H", "H", "H", "H", "H", "H", "H", "H", "H", "H", "H", "H", "O", "B", "O", "C", "C", "C", "C", "C", "C", "H", "H", "H", "H", "F", "C", "C", "C", "F", "C", "F", "C", "F", "C", "F"],
  "positions_angstrom": [[1.79425, 0.83905, 0.38500], [4.02234, 3.52165, -0.75186], [3.94936, 2.11617, -0.57523], [5.14819, 1.54975, -0.07779], [5.19878, 1.67044, 1.42779], [4.07081, 0.97940, 1.92140], [3.70724, 1.32025, 3.25514], [2.75182, 2.49370, 3.22523], [1.59911, 2.15472, 2.47563], [0.50971, 1.69116, 3.28071], [4.83110, 3.76951, -1.44722], [3.06655, 3.83939, -1.15563], [4.19397, 4.04211, 0.19677], [5.13541, 0.49511, -0.35541], [6.02258, 2.02555, -0.53570], [6.12168, 1.22460, 1.81940], [5.17562, 2.72426, 1.73033], [3.21207, 0.43388, 3.65543], [4.59910, 1.54466, 3.85135], [2.47275, 2.79284, 4.24082], [3.20690, 3.35786, 2.73153], [0.16379, 2.50467, 3.92483], [-0.29114, 1.39637, 2.60593], [0.80744, 0.82694, 3.87859], [1.98059, -1.64046, 2.20717], [0.35818, -1.86225, 3.19469], [-0.87838, -2.01113, 2.56097], [-2.05449, -2.14024, 3.28715], [-2.02569, -2.13531, 4.67541], [-0.80299, -2.00557, 5.32248], [0.37061, -1.87222, 4.59328], [-0.91299, -2.01424, 1.47989], [-2.99741, -2.23366, 2.75869], [-2.94214, -2.23129, 5.24470], [-0.76081, -2.00628, 6.40618], [1.31995, -1.77261, 5.10687], [-1.33609, -5.01177, 0.53077], [0.06197, -4.47081, 0.26460], [0.07528, -3.62441, -0.99811], [1.36206, -2.93990, -1.12646], [1.64398, -1.84095, -1.79094], [3.10172, -1.00051, -1.53535], [0.74490, -1.29966, -2.68512], [-0.13649, -1.93595, -3.54029], [-0.07717, -3.12215, -3.78938], [-1.13890, -1.02956, -4.18160], [-1.75400, -1.47208, -5.34915], [-2.70834, -0.68533, -5.97017], [-3.05935, 0.54244, -5.42064], [-2.45606, 0.98039, -4.25182], [-1.49424, 0.19761, -3.63079], [-1.35194, -5.63503, 1.42532], [-1.69760, -5.61163, -0.30869], [-2.04192, -4.19274, 0.68696], [0.77110, -5.29780, 0.15510], [0.40235, -3.87081, 1.11035], [-0.70968, -2.86724, -0.95907], [-0.09457, -4.24200, -1.87914], [2.03688, -3.12691, -0.39140], [0.88408, -0.30521, -2.82311], [-1.47133, -2.43622, -5.75052], [-3.18111, -1.02711, -6.88227], [-3.80760, 1.15770, -5.90462], [-2.73156, 1.93235, -3.81659], [-1.05348, 0.53158, -2.70001], [-1.76323, 0.81249, 0.92784], [-0.82634, 0.14254, 0.05623], [-1.62748, -0.85036, -0.62408], [-2.89660, -0.79782, -0.13603], [-3.97797, -1.59150, -0.44854], [-5.16919, -1.33863, 0.23645], [-5.25087, -0.32624, 1.18527], [-4.14729, 0.47427, 1.48901], [-2.97653, 0.21349, 0.81180], [-3.89987, -2.37528, -1.19145], [-6.04276, -1.94192, 0.02368], [-6.18783, -0.15495, 1.70044], [-4.19871, 1.26099, 2.23005], [0.12792, 4.24629, 0.86718], [0.07459, 3.94603, -0.46379], [0.79261, 2.88495, -0.96356], [0.65543, 2.72423, -2.31888], [1.32456, 1.69567, -2.95110], [-0.12131, 3.51182, -3.15079], [-0.19802, 3.30553, -4.47947], [-0.83392, 4.55321, -2.58382], [-1.60406, 5.34606, -3.35058], [-0.73592, 4.77600, -1.22166], [-1.42395, 5.79799, -0.67662]],
  "forces_ev_per_a": [[0.004, 0.061, -0.106], [0.019, -0.007, -0.008], [-0.031, -0.001, 0.004], [0.000, 0.013, 0.037], [0.008, -0.019, -0.036], [-0.025, 0.004, -0.005], [0.011, -0.020, 0.011], [0.008, 0.000, -0.017], [-0.062, -0.030, 0.020], [0.009, 0.014, 0.016], [-0.003, 0.002, -0.003], [0.004, -0.003, -0.001], [0.002, 0.000, 0.000], [-0.001, -0.005, 0.005], [-0.006, 0.001, -0.004], [0.001, 0.001, -0.002], [-0.001, 0.005, 0.004], [0.005, 0.003, 0.008], [-0.001, 0.005, 0.000], [-0.002, 0.003, 0.000], [0.004, -0.005, -0.003], [0.004, 0.002, 0.000], [-0.002, -0.002, 0.001], [0.000, -0.002, -0.002], [0.035, -0.035, 0.015], [-0.007, 0.015, -0.009], [-0.005, -0.003, 0.024], [0.008, -0.006, -0.008], [0.001, -0.002, 0.002], [-0.003, -0.001, 0.004], [-0.005, 0.000, -0.006], [-0.007, 0.018, -0.009], [-0.003, 0.002, 0.003], [-0.001, 0.001, 0.000], [-0.001, 0.000, 0.001], [0.000, -0.001, 0.000], [0.001, -0.005, 0.000], [-0.004, -0.013, -0.011], [-0.009, -0.016, 0.003], [0.026, -0.009, 0.030], [0.023, 0.007, -0.022], [-0.009, 0.011, 0.013], [-0.028, 0.001, 0.006], [0.040, -0.006, -0.015], [-0.018, -0.003, 0.004], [-0.008, -0.003, 0.006], [0.003, 0.002, -0.003], [0.002, 0.007, 0.001], [-0.003, 0.000, -0.002], [-0.003, -0.009, 0.002], [0.000, -0.002, 0.000], [-0.001, 0.000, 0.000], [0.000, 0.000, 0.000], [0.001, 0.000, -0.002], [0.009, 0.002, -0.001], [0.005, 0.004, 0.012], [0.001, 0.008, -0.007], [-0.012, 0.001, 0.006], [-0.010, 0.000, -0.015], [0.005, -0.001, -0.004], [0.001, -0.002, 0.002], [-0.001, 0.000, 0.000], [0.000, 0.000, -0.001], [0.000, -0.001, 0.000], [-0.002, -0.002, 0.003], [-0.031, -0.018, 0.001], [0.021, 0.035, 0.057], [0.006, -0.007, -0.012], [0.001, -0.003, 0.009], [0.000, 0.002, -0.001], [0.001, -0.002, 0.002], [-0.002, 0.002, -0.004], [0.001, 0.003, -0.002], [0.004, 0.013, -0.012], [0.000, 0.000, -0.001], [-0.001, -0.001, 0.000], [0.000, -0.001, 0.001], [0.000, -0.002, 0.002], [-0.004, 0.001, -0.001], [-0.009, 0.007, -0.009], [0.049, -0.025, 0.026], [-0.005, 0.004, 0.009], [-0.004, -0.003, -0.004], [-0.001, 0.008, -0.004], [0.004, 0.003, -0.001], [0.002, 0.001, -0.001], [0.000, 0.000, 0.002], [0.003, 0.001, 0.003], [0.000, 0.001, 0.000]],
  "multiplicity": 1,
  "de_lowest_kj_mol": 5.84,
  "gap_ev": 6.4120,
  "lumo_energy_ev": 2.2868,
  "e_tot_ev": -161049.35951,
  "total_charge": -1
}



{
  "formula": "C35H37BrCrP2",
  "method": "wB97M-V/def2-TZVPD",
  "symbols": ["Cr", "C", "C", "C", "C", "C", "C", "C", "C", "C", "H", "H", "H", "H", "H", "H", "H", "H", "H", "H", "H", "H", "H", "H", "H", "P", "P", "C", "C", "C", "C", "C", "C", "C", "C", "C", "C", "C", "C", "C", "C", "C", "C", "C", "C", "C", "C", "C", "C", "C", "C", "C", "C", "H", "H", "H", "H", "H", "H", "H", "H", "H", "H", "H", "H", "H", "H", "H", "H", "H", "H", "H", "H", "H", "H", "Br"],
  "positions_angstrom": [[0.70078, -0.13734, 2.46123], [-1.36672, -0.22237, 6.02764], [-1.92060, -0.37891, 4.81495], [-2.80595, 0.64258, 4.02637], [-2.04424, 1.73131, 3.15307], [-0.86473, 2.40511, 3.71291], [-0.60454, 2.81551, 4.97526], [-1.52970, 2.47382, 6.17011], [-1.48993, 1.01079, 6.82664], [1.80885, -1.74925, 2.64307], [-0.60452, -0.89745, 6.39984], [-1.87616, -1.46317, 4.35039], [-3.44908, 1.15793, 4.76777], [-3.47460, 0.10173, 3.36575], [-1.84464, 1.32927, 2.11082], [-2.80858, 2.49187, 2.91442], [-0.09019, 2.74759, 2.94786], [0.32309, 3.32168, 5.33525], [-2.43215, 2.54600, 5.65872], [-1.34259, 3.19084, 6.94170], [-0.84358, 1.00221, 7.71271], [-2.51228, 0.94757, 7.19283], [1.95074, -2.54581, 3.34503], [2.71292, -1.12759, 2.55590], [1.41363, -2.05145, 1.63431], [0.05981, -1.75650, -2.08127], [1.50962, 0.42846, -2.02642], [-0.87734, -0.32711, -2.71817], [-0.12767, 0.78255, -2.66416], [-0.44730, -3.05799, -3.46234], [-1.51068, -2.77264, -4.36769], [-2.10539, -3.82301, -5.06846], [-1.50829, -5.12069, -5.17943], [-0.32907, -5.29073, -4.45344], [0.19835, -4.31175, -3.59973], [-0.83182, -2.03096, -0.44717], [-0.73982, -1.24791, 0.73718], [-1.68331, -1.46841, 1.73467], [-2.55207, -2.56057, 1.65358], [-2.64423, -3.36069, 0.49091], [-1.80398, -3.03707, -0.59532], [2.38049, 0.79559, -3.77554], [2.22866, -0.01669, -4.90486], [2.70090, 0.44871, -6.15953], [3.34082, 1.65325, -6.24457], [3.54410, 2.44546, -5.12762], [3.05728, 2.00476, -3.86789], [1.86905, 2.00558, -1.13214], [3.12132, 2.11274, -0.44202], [3.42029, 3.26928, 0.29796], [2.44589, 4.25007, 0.45202], [1.24273, 4.20088, -0.25153], [0.95753, 3.06569, -1.05028], [-1.95065, -0.43537, -2.97800], [-0.36238, 1.82131, -2.98365], [-1.85695, -1.78088, -4.48840], [-3.07341, -3.69535, -5.58152], [-1.95576, -5.89684, -5.78970], [0.19430, -6.25411, -4.56862], [1.09551, -4.51316, -3.05649], [0.05584, -0.45275, 0.84957], [-1.77867, -0.76735, 2.55525], [-3.19124, -2.83687, 2.49774], [-3.34093, -4.19486, 0.38054], [-1.92583, -3.53508, -1.57286], [1.72770, -0.98126, -4.82308], [2.54628, -0.12519, -7.03340], [3.72242, 2.01216, -7.23738], [4.01116, 3.39346, -5.17123], [3.14811, 2.63880, -3.00165], [3.83260, 1.29272, -0.50570], [4.41129, 3.38156, 0.72520], [2.62877, 5.09334, 1.12915], [0.52078, 5.01769, -0.23042], [0.02806, 3.06260, -1.59839], [1.59193, 1.13265, 4.69176]],
  "forces_ev_per_a": [[0.444, 1.361, 3.151], [0.826, 0.758, -1.787], [-0.558, -2.005, -0.843], [0.910, 0.171, 1.055], [-1.720, -1.000, -0.617], [2.053, 2.447, 0.366], [-0.459, -0.645, 0.792], [2.215, -1.609, -1.439], [-0.558, 1.706, 0.410], [-0.190, 0.503, -1.446], [-0.504, -0.593, -0.089], [0.232, 2.301, 0.972], [0.270, -0.223, -0.498], [-0.184, -0.113, -0.093], [0.125, 0.116, 1.100], [0.062, -0.092, 0.076], [-1.055, -0.526, 0.927], [-0.868, -0.330, -1.219], [-2.185, 0.569, 0.242], [-0.427, 0.448, 0.458], [0.020, -0.016, -0.393], [-0.235, 0.031, 0.652], [-0.216, -0.281, 0.286], [0.229, -0.437, -0.108], [0.952, -0.578, 0.676], [0.291, -1.914, -1.246], [2.545, 1.872, -0.913], [-0.478, 0.242, 0.502], [-0.726, 0.217, -0.333], [-0.570, 0.181, 0.282], [0.580, -1.929, 0.844], [-0.061, -1.067, -1.044], [0.058, 2.204, 1.326], [0.310, -0.863, -0.515], [-1.282, 0.845, -0.168], [-0.560, -0.393, -1.439], [-0.329, -0.493, -0.915], [0.076, -0.259, -0.311], [-0.598, -0.954, -0.543], [0.956, 0.853, 0.015], [-0.472, 0.151, 1.079], [-0.447, -0.094, 1.415], [0.159, 0.450, -0.428], [-0.607, -0.699, 1.962], [1.014, 1.338, -1.289], [-0.939, -1.221, 1.546], [0.248, 0.280, -1.616], [0.577, 0.362, 0.356], [-1.077, 0.627, -0.240], [-0.350, -1.009, -0.538], [-0.204, 0.831, 0.079], [0.097, -1.056, -0.379], [0.739, 0.774, 0.732], [0.820, 0.454, -0.021], [-0.289, -1.074, 0.071], [-0.682, 0.657, 0.151], [0.694, 0.341, 0.074], [0.095, 0.077, 0.163], [-0.126, 0.578, 0.229], [0.342, -0.161, 0.455], [-1.135, -0.512, -1.719], [0.207, -0.453, -0.089], [0.151, 0.438, -0.224], [0.128, 0.362, 0.332], [0.116, 0.188, 0.780], [0.021, 0.209, -0.109], [-0.120, -0.642, -0.711], [-0.476, -0.399, 1.034], [0.505, 0.756, -0.240], [0.161, 0.122, -0.016], [-0.027, 0.136, -0.046], [-0.233, -0.042, 0.232], [0.044, -0.271, -0.422], [0.232, -0.206, 0.239], [-0.017, -0.051, 0.040], [1.456, -1.748, -1.051]],
  "multiplicity": 5,
  "de_lowest_kj_mol": 0.00,
  "gap_ev": [6.8293, 6.8952],
  "lumo_energy_ev": [-0.1994, -0.1555],
  "e_tot_ev": -153928.70717,
  "s2": 6.11
}